# 1
Computed, not measured: a molecular structure, C8H12CaCl3N4O12 in a non-equilibrium geometry, with wB97M-V/def2-TZVPD.

Results
E_LUMO	2.09	eV
relative energy (zero: lowest compared OMol25 entry of this formula, charge and spin)	1.7	kcal/mol
frontier orbital gap	8.89	eV
multiplicity	1
DFT total energy	-95011.08099	eV
net charge	-1

The geometry in XYZ format:
```
40
C8H12CaCl3N4O12 (wB97M-V/def2-TZVPD)
Ca 0.22560 0.04686 -0.30200
Cl -2.15035 -2.98384 -0.67670
O -3.35499 -2.61812 0.00197
O -1.08450 -2.13356 -0.13124
O -1.81350 -4.36015 -0.41940
O -2.24834 -2.79148 -2.10490
Cl 1.58786 3.36145 0.16184
O 2.16987 3.59130 1.46742
O 0.14968 3.49388 0.24029
O 2.09841 4.30388 -0.77546
O 1.89283 2.01849 -0.27385
Cl 3.28049 -1.89497 1.61573
O 2.62520 -2.47264 2.77173
O 3.37145 -2.88195 0.53597
O 2.43336 -0.78304 1.14999
O 4.60062 -1.44307 1.93708
C -4.58214 1.42877 0.70740
C -3.24832 0.99994 0.28819
N -2.21565 0.64248 -0.03125
H -5.13472 1.82465 -0.14383
H -4.43230 2.27893 1.37566
H -5.14917 0.63741 1.18410
C 3.15775 -3.20713 -2.45584
C 2.23268 -2.11730 -2.13910
N 1.54552 -1.26663 -1.81932
H 3.20145 -3.37381 -3.52731
H 2.78386 -4.08568 -1.93029
H 4.13054 -2.97423 -2.02912
C 0.19658 0.01023 4.71423
C 0.05268 0.25224 3.28625
N 0.00437 0.42424 2.15976
H 0.69467 0.89084 5.12667
H 0.87683 -0.81589 4.90745
H -0.80810 -0.11470 5.10986
C -1.30219 3.11514 -3.53753
C -0.88398 1.88279 -2.92166
N -0.55165 0.90912 -2.42975
H -2.34419 2.93186 -3.82591
H -0.78225 3.35609 -4.46081
H -1.22601 3.91760 -2.80634
```

# 2
Computed, not measured: C8H12Cl2OS in the gas phase in a non-equilibrium geometry, with wB97M-V/def2-TZVPD.

Results
E_LUMO (alpha / beta)	-1.21 / -0.73	eV
relative energy (zero: lowest compared OMol25 entry of this formula, charge and spin)	74.6	kcal/mol
frontier orbital gap (alpha / beta)	7.14 / 8.05	eV
multiplicity	1
DFT total energy	-46412.76984	eV
net charge	0

The geometry in XYZ format:
```
24
C8H12Cl2OS (wB97M-V/def2-TZVPD)
C 1.47282 -0.18149 0.45380
C -0.82893 -0.85135 0.73725
C 0.67529 0.98817 -0.09025
C -0.81872 0.57651 0.26492
C -1.14071 -2.06054 -0.18413
C -1.07640 -1.13985 2.15571
C 1.09678 0.82992 -1.57735
C 1.09827 2.32761 0.49490
O 3.75318 0.67705 -0.15069
S 3.07826 -0.53422 0.50826
Cl -1.80716 0.75099 -1.25469
Cl -1.57693 1.72274 1.43147
H -0.80116 -2.88765 0.38697
H -0.69815 -1.98939 -1.21151
H -2.29894 -2.00209 -0.37614
H -1.26200 -0.23299 2.71059
H -0.18911 -1.70634 2.47265
H -1.76854 -1.95027 2.28388
H 2.14822 1.10081 -1.60057
H 0.42747 1.61476 -2.22422
H 1.06610 -0.22110 -1.91802
H 0.43381 3.06886 0.25927
H 2.07950 2.49956 0.12298
H 1.25711 2.30757 1.52119
```

# 3
Computed, not measured: 2 unconnected molecules or ions with the total composition C8H12Cl2Si in a non-equilibrium geometry, with wB97M-V/def2-TZVPD.

Results
E_LUMO (alpha / beta)	-3.31 / -3.31	eV
relative energy (zero: lowest compared OMol25 entry of this formula, charge and spin)	168.2	kcal/mol
frontier orbital gap (alpha / beta)	2.92 / 2.92	eV
multiplicity	1
DFT total energy	-41407.82791	eV
net charge	0

The geometry in XYZ format:
```
23
C8H12Cl2Si (wB97M-V/def2-TZVPD)
C -0.97581 0.63076 -0.02088
C 0.10802 1.18796 -0.05835
C 1.50138 4.29497 -0.71822
C 2.31900 3.35530 -0.18956
C 0.23831 -2.19794 -0.04251
C -2.25253 -0.01165 0.30404
C -1.31942 -2.28925 -0.16136
C -2.06364 -1.36706 0.86927
Si 1.86057 1.61961 0.03421
Cl 3.73270 -3.79621 -0.41278
Cl 3.04739 0.05918 0.34904
H 1.70491 5.30041 -0.90656
H 0.69869 3.82649 -1.18222
H 3.25949 3.54282 0.35815
H 0.87826 -2.60809 0.81500
H 0.62207 -2.67523 -0.89936
H 0.26618 -1.02450 -0.22253
H -2.88271 -0.10974 -0.54063
H -2.89682 0.60096 1.07070
H -1.75838 -1.93518 -1.14677
H -1.48036 -3.34759 -0.06540
H -3.11477 -1.71011 0.96169
H -1.49252 -1.34593 1.80502
```

# 4
Computed, not measured: a gas-phase ion, C8H12ClN2O2S (charge +1) in a non-equilibrium geometry, with wB97M-V/def2-TZVPD.

Results
E_LUMO	-5.01	eV
relative energy (zero: lowest compared OMol25 entry of this formula, charge and spin)	47.6	kcal/mol
frontier orbital gap	8.08	eV
SMILES string	CCO[C@@]1(SC)O[C@H]2N=C[C@@H]1C(Cl)=[NH+]2
multiplicity	1
DFT total energy	-38913.51448	eV
net charge	+1

The geometry in XYZ format:
```
26
C8H12ClN2O2S (wB97M-V/def2-TZVPD)
C 0.90182 -2.96138 -1.80715
C 1.25467 -1.65232 -1.28758
O 0.80244 -1.34697 0.07514
C 0.19857 -0.18485 0.37279
S 1.54531 1.12395 0.98340
C 1.70020 2.20541 -0.38549
O -0.58313 0.41049 -0.63214
C -1.78054 1.03298 -0.16161
N -2.62868 0.06671 0.41950
C -2.03452 -0.65566 1.32873
C -0.65274 -0.28879 1.70288
C -0.74029 1.24262 1.94174
Cl -0.52167 1.89131 3.47310
N -1.39116 1.94907 0.94895
H 1.75184 -3.60647 -1.99826
H 0.41688 -3.44706 -0.91676
H 0.10481 -2.93597 -2.56981
H 0.78652 -0.98598 -2.10225
H 2.32382 -1.36151 -1.38323
H 1.59000 1.54838 -1.26539
H 2.55712 2.82587 -0.38844
H 0.64829 2.74127 -0.38550
H -2.17327 1.59704 -1.04979
H -2.70486 -1.49773 1.72398
H -0.06355 -0.69190 2.54990
H -1.30786 2.98149 0.81329
```

# 5
Computed, not measured: 2 unconnected molecules or ions with the total composition C8H12ClNO2 in a non-equilibrium geometry, with wB97M-V/def2-TZVPD.

Results
E_LUMO (alpha / beta)	0.76 / 0.76	eV
relative energy (zero: lowest compared OMol25 entry of this formula, charge and spin)	91.8	kcal/mol
frontier orbital gap (alpha / beta)	7.61 / 7.61	eV
multiplicity	1
DFT total energy	-26592.98158	eV
net charge	0

The geometry in XYZ format:
```
24
C8H12ClNO2 (wB97M-V/def2-TZVPD)
C -0.18246 -2.42621 -0.85281
C -1.07942 -1.50977 -0.47400
C 0.67394 -2.73776 0.22259
C 0.34073 -1.87193 1.19676
C -0.86064 1.62088 -1.63211
C -1.50429 1.56491 1.34319
C 2.30064 1.04287 0.23310
C 0.13926 1.68988 -0.49622
N -0.83905 -1.31358 0.85098
O -0.25587 1.63602 0.73372
O 1.46248 1.74061 -0.72953
Cl 2.03537 -3.71057 0.20498
H -0.00921 -2.86114 -1.90902
H -1.98095 -1.15405 -1.08736
H -1.69637 2.31252 -1.37744
H -1.32013 0.61261 -1.57263
H -0.44948 2.00005 -2.51031
H -1.53064 1.71398 2.36664
H 0.61119 -1.97656 2.25731
H -2.32703 1.65482 0.57164
H 2.30653 -0.09726 0.02635
H 2.08989 1.26975 1.21030
H 3.33258 1.30889 -0.04327
H -1.25705 -0.50893 1.46715
```

# 6
Computed, not measured: a molecular structure, C8H12F12O14S6Zn2 in a non-equilibrium geometry, with wB97M-V/def2-TZVPD.

Results
E_LUMO	-1.64	eV
frontier orbital gap	6.55	eV
multiplicity	1
DFT total energy	-231609.96386	eV
net charge	0

The geometry in XYZ format:
```
54
C8H12F12O14S6Zn2 (wB97M-V/def2-TZVPD)
Zn 10.15385 20.62235 -7.21205
Zn 10.78787 22.87516 -11.37019
C 7.19023 17.67391 -6.59437
F 6.75797 18.91790 -7.02372
F 7.18285 17.65449 -5.23161
F 6.17361 16.83270 -7.04705
S 8.96712 17.36036 -7.25334
O 9.62693 16.42673 -6.31763
O 8.83405 16.81695 -8.61610
O 9.68549 18.70398 -7.13104
C 7.55333 19.51085 -10.83431
F 8.65547 18.74027 -11.00038
F 7.02787 19.74739 -12.02674
F 6.61147 18.99177 -9.93753
S 8.16737 21.17318 -10.07545
O 6.95533 21.94378 -9.86550
O 8.92566 20.85984 -8.84448
O 9.13978 21.89160 -11.01480
C 13.98901 20.83969 -8.87264
F 13.77112 22.07708 -8.38020
F 15.06230 20.99064 -9.64537
F 14.17455 19.93854 -7.92778
S 12.34002 20.46135 -9.78099
O 11.50015 20.27305 -8.62568
O 11.85256 21.59777 -10.54119
O 12.54485 19.26469 -10.62937
C 10.77370 25.28490 -7.31470
F 12.05046 25.01627 -6.88412
F 9.99469 25.53782 -6.23929
F 10.81221 26.31784 -8.14871
S 10.01804 23.69114 -8.14396
O 10.63871 23.62209 -9.54604
O 10.45790 22.56688 -7.32766
O 8.59379 23.75163 -8.10983
C 9.30920 27.09535 -12.17644
S 8.58975 25.40001 -12.22213
O 9.58114 24.27329 -11.92950
C 7.58863 25.62259 -10.73339
H 8.46799 27.74420 -12.42026
H 9.94637 27.26008 -13.04534
H 9.75927 27.16210 -11.18595
H 8.40867 25.62035 -10.01532
H 7.12911 24.67645 -10.44748
H 6.95406 26.50686 -10.67429
C 10.62533 15.45312 -12.85239
S 11.91861 16.74931 -12.90080
O 12.69663 16.49416 -14.16307
C 10.90168 18.24668 -13.29214
H 10.74794 14.39049 -12.64293
H 10.29002 15.43489 -13.88936
H 9.96173 15.96408 -12.15478
H 11.49963 18.83724 -13.98626
H 10.85566 18.93359 -12.44708
H 9.93405 18.06018 -13.75799
```

# 7
Computed, not measured: a molecular structure, C8H12F6KO4 in a non-equilibrium geometry, with wB97M-V/def2-TZVPD.

Results
E_LUMO	2.12	eV
relative energy (zero: lowest compared OMol25 entry of this formula, charge and spin)	102.7	kcal/mol
frontier orbital gap	5.50	eV
multiplicity	1
DFT total energy	-49306.75275	eV
net charge	-1

The geometry in XYZ format:
```
31
C8H12F6KO4 (wB97M-V/def2-TZVPD)
K 0.17858 0.44516 1.94465
C -0.82505 -1.21111 0.10837
O -1.69873 -0.72668 1.18381
O 0.36962 -1.64092 0.84626
C -1.53169 -1.93408 -1.05091
F -2.16545 -1.10113 -1.79852
F -0.67553 -2.69286 -1.79196
F -2.39266 -2.68412 -0.62215
C -2.54674 0.44731 0.93229
C -3.51934 0.51760 2.13667
H -4.13453 1.40884 2.01283
H -4.14769 -0.36775 2.23381
H -3.12383 0.65800 3.14263
H -3.15693 0.42994 0.02925
H -1.95640 1.36037 0.85527
H -0.52360 -0.26956 -0.35068
C 2.54394 0.62501 0.80372
O 1.88827 -0.11390 -0.29760
O 2.20633 -0.18567 1.90850
C 3.99948 0.94273 0.34320
F 3.87841 1.86209 -0.56074
F 4.69032 1.57832 1.35445
F 4.74967 -0.03810 0.01745
C 1.38373 0.64475 -1.43945
C 0.48224 -0.24854 -2.27234
H 1.08839 -0.99136 -2.79091
H -0.05342 -0.93165 -1.61315
H -0.15871 0.30488 -2.95865
H 2.27839 0.77838 -2.04757
H 0.83077 1.54948 -1.18684
H 2.04215 1.58458 0.92831
```

# 8
Computed, not measured: 2 unconnected molecules or ions with the total composition C8H12FN, with wB97M-V/def2-TZVPD.

Results
E_LUMO	0.77	eV
relative energy (zero: lowest compared OMol25 entry of this formula, charge and spin)	78.9	kcal/mol
frontier orbital gap	8.99	eV
SMILES string	CC(=C=N)C(C)C.C#CF
multiplicity	1
DFT total energy	-12694.15376	eV
net charge	0

The geometry in XYZ format:
```
22
C8H12FN (wB97M-V/def2-TZVPD)
C 0.93456 -1.82975 -1.07586
C 0.85814 -0.38363 -0.65651
C 1.93299 0.25659 -0.30196
N 2.95210 0.91479 -0.17810
C -0.50598 0.27467 -0.57761
C -0.41027 1.67293 0.03026
C -1.50026 -0.56352 0.22985
H 0.25480 -2.01629 -1.90801
H 0.65651 -2.48644 -0.24570
H 1.94794 -2.08345 -1.38716
H 3.40543 0.98591 0.72625
H -0.89511 0.35991 -1.60137
H -1.38154 2.16398 0.00234
H 0.30547 2.28453 -0.51361
H -0.09296 1.60084 1.06967
H -1.16093 -0.68653 1.25753
H -1.64481 -1.54741 -0.20925
H -2.46294 -0.05354 0.24746
C 1.20545 0.61680 3.40456
C 0.99827 -0.55073 3.27377
F 0.78932 -1.80455 3.09445
H 1.39635 1.63426 3.55731
```

# 9
Computed, not measured: a molecular structure, C8H12HgO5 in a non-equilibrium geometry, with wB97M-V/def2-TZVPD.

Results
E_LUMO (alpha / beta)	-4.32 / -8.97	eV
relative energy (zero: lowest compared OMol25 entry of this formula, charge and spin)	65.0	kcal/mol
frontier orbital gap (alpha / beta)	6.61 / 1.97	eV
multiplicity	2
<S²>	0.753
DFT total energy	-22889.53427	eV
net charge	+1

The geometry in XYZ format:
```
26
C8H12HgO5 (wB97M-V/def2-TZVPD)
O -1.01249 2.31333 -0.86825
C -0.43624 3.58196 1.60565
C -1.43064 2.80408 2.12097
C -2.21727 1.53429 -0.76023
O -2.14068 0.21565 -0.75888
O -3.17287 2.04272 -1.32686
Hg -3.42429 4.33976 -2.92635
H -0.56357 4.66628 1.56294
H 0.58099 3.18574 1.53806
H -1.20215 1.78733 2.45019
H -2.44298 3.20892 2.20920
C -1.19146 -0.44433 0.02209
C -0.33108 -1.31824 -0.48845
C 0.56413 -2.12604 0.40476
C 2.05599 -1.99625 0.12707
O 2.44397 -2.80630 -0.98960
C 3.14726 -3.87326 -0.72327
O 3.41849 -4.43142 -1.88308
H -1.36523 -0.31138 1.09251
H -0.21195 -1.38551 -1.57293
H -0.71139 2.51945 -1.76482
H 0.29126 -3.19052 0.33042
H 0.39608 -1.83800 1.45194
H 2.63201 -2.31947 1.00270
H 2.33479 -0.96449 -0.12056
H 3.98932 -5.19431 -1.73521
```

# 10
Computed, not measured: a molecular structure, C8H12InO8 in a non-equilibrium geometry, with wB97M-V/def2-TZVPD.

Results
E_LUMO	2.74	eV
relative energy (zero: lowest compared OMol25 entry of this formula, charge and spin)	0.0	kcal/mol
frontier orbital gap	6.54	eV
multiplicity	1
DFT total energy	-30042.65190	eV
net charge	-1

The geometry in XYZ format:
```
29
C8H12InO8 (wB97M-V/def2-TZVPD)
In 0.16675 0.79678 0.62313
C 0.52170 -2.25960 -0.97265
C -0.38170 -1.99051 0.22387
O -0.11814 -1.08274 1.02465
O -1.41787 -2.70694 0.35386
H 1.56348 -2.40237 -0.68559
H 0.35859 -1.58753 -1.81516
H 0.47705 -3.19004 -1.53868
C -3.23241 1.01629 -0.34550
C -2.19603 0.77212 0.71047
O -1.56793 1.65793 1.32350
O -1.95744 -0.42975 0.80997
H -3.69118 0.10479 -0.72864
H -2.90140 1.61193 -1.19624
H -4.09898 1.46071 0.14403
C 2.95852 1.08826 3.29439
C 2.02133 1.10262 2.11127
O 0.95933 1.83933 2.05364
O 2.17534 0.36179 1.11409
H 2.58582 1.72994 4.09279
H 3.90007 1.44666 2.87833
H 3.01746 0.04620 3.60863
C 0.06343 -0.11070 -3.06757
C 0.24380 0.38066 -1.61907
O 1.33996 0.33792 -1.02330
O -0.75361 0.78861 -0.98909
H -0.59653 -0.95427 -3.26998
H 1.06203 -0.39076 -3.40292
H -0.50143 0.56267 -3.71224
```

# 11
Computed, not measured: a molecular structure, C8H12MoN4OSe3Te in a non-equilibrium geometry, with wB97M-V/def2-TZVPD.

Results
E_LUMO (alpha / beta)	-8.81 / -8.46	eV
relative energy (zero: lowest compared OMol25 entry of this formula, charge and spin)	29.7	kcal/mol
frontier orbital gap (alpha / beta)	4.81 / 5.05	eV
multiplicity	1
DFT total energy	-221672.06515	eV
net charge	+2

The geometry in XYZ format:
```
30
C8H12MoN4OSe3Te (wB97M-V/def2-TZVPD)
Mo -1.48991 -1.01900 0.03837
Se -2.34461 -2.05969 1.82316
Se -4.46730 -3.38162 1.49549
Te -4.70734 -3.55908 -0.85090
Se -2.79868 -1.96775 -1.66436
N -0.17648 2.60024 1.70571
C -1.40248 3.13225 1.37117
C -2.10378 2.13399 0.77491
N -1.30909 1.01133 0.72433
C -0.15299 1.32322 1.30479
C 0.83340 0.27295 1.42671
N 0.50738 -0.92355 0.95475
C 1.56270 -1.75945 1.21984
C 2.54359 -1.04340 1.83504
N 2.06530 0.23897 1.96089
H 0.56178 3.10332 2.17411
H -1.65683 4.15434 1.58978
H -3.10211 2.15012 0.37443
H 1.55294 -2.80204 0.95307
H 3.51624 -1.32553 2.19814
H 2.56478 1.00205 2.39144
C 1.50708 0.16126 -3.36105
C 1.25035 -0.35800 -1.97089
O -0.19548 -0.40009 -1.70914
H 2.58151 0.20208 -3.53868
H 1.10274 1.16461 -3.49350
H 1.08244 -0.50238 -4.11712
H 1.67328 0.29674 -1.21223
H 1.63940 -1.36584 -1.83307
H -0.63779 -0.48001 -2.56520
```

# 12
Computed, not measured: a gas-phase ion, C8H12N (charge +1) in a non-equilibrium geometry, with wB97M-V/def2-TZVPD.

Results
E_LUMO	-3.35	eV
relative energy (zero: lowest compared OMol25 entry of this formula, charge and spin)	41.5	kcal/mol
frontier orbital gap	10.22	eV
SMILES string	C=C1C=C(C)[N+]12CCC2
multiplicity	1
DFT total energy	-9969.94492	eV
net charge	+1

The geometry in XYZ format:
```
21
C8H12N (wB97M-V/def2-TZVPD)
C -0.30917 -2.75511 -0.08738
C 0.44400 -1.67747 -0.04429
C 1.90725 -1.19119 0.24064
C 1.49640 0.09188 0.02405
C 2.16029 1.40502 -0.17898
N 0.00324 -0.22989 -0.00985
C -0.98571 0.25977 -1.05358
C -1.94879 0.86842 -0.00180
C -1.04107 0.19470 1.03554
H -1.46380 -2.77652 -0.19875
H -0.06724 -3.80539 -0.08972
H 2.88951 -1.75127 0.47704
H 2.42374 1.79375 -1.21770
H 3.18305 1.29347 0.22999
H 1.56241 2.20702 0.31549
H -1.21898 -0.54090 -1.64476
H -0.45083 0.89088 -1.80973
H -1.81292 1.99443 0.03226
H -2.91557 0.61787 -0.32868
H -0.71757 0.93681 1.85790
H -1.40236 -0.71111 1.66203
```